Computed, not measured: a cluster of 2 separate species, CH3IOP2 in total, with the ωB97M-V functional and the def2-TZVPD basis.

Calculated values
- DFT total energy (eV) = -29809.11268
- structure (SMILES) = C#P.OPI
- gap between HOMO and LUMO (eV) = 8.75
- M (Da) = 219.9
- energy above the lowest of the compared OMol25 structures with the same formula, charge and spin (kcal per mole) = 49.93

Geometry (Å):
C1 -1.72 0.88 -0.50
O1 0.57 -0.57 1.12
P1 -2.10 0.01 0.79
P2 1.11 -0.98 -0.36
I1 3.11 0.30 -0.71
H1 0.33 0.07 -0.93
H2 -2.19 1.43 -1.27
H3 0.89 -1.14 1.86

Here are the natural (NBO) charges for atoms 1 to 5, given in e: -0.81 -1.00 0.57 0.72 -0.18